[1]
Molecular formula: C7H10N2O2S
Method: DFT, ωB97M-V/def2-TZVPD

Structure (XYZ):
```
22
Properties=species:S:1:pos:R:3:forces:R:3:lowdin_charge:R:1
N -2.7704 1.3389 0.1136 0.6 2.1 4.9 -0.102
S -2.3899 -0.1975 -0.0694 -3.0 -2.1 -0.2 0.510
O -3.1625 -0.7244 -1.1914 0.8 0.5 1.4 -0.319
O -2.5817 -0.6600 1.3138 1.3 -0.2 -2.2 -0.321
N -0.8729 -0.2937 -0.5648 3.0 1.3 3.5 -0.140
C 0.0064 0.5352 0.4539 -0.2 3.5 -3.8 -0.155
C 1.5330 0.3870 0.1971 -2.4 -4.0 -0.9 -0.160
C 1.8385 -1.0647 0.1112 0.4 4.1 1.6 -0.049
C 3.1625 -1.3930 0.0906 -0.3 -4.3 0.5 -0.150
C 4.0896 -0.4367 -0.0720 2.0 3.8 -0.6 -0.090
C 3.7275 0.9831 -0.2412 2.9 -0.8 -0.4 -0.076
C 2.4500 1.4177 -0.1420 -2.7 -2.9 1.4 -0.067
H -3.2591 1.7693 -0.5864 -1.4 1.2 -2.1 0.031
H -2.9510 1.7399 1.1474 0.5 -1.7 -3.5 0.173
H -0.4275 -0.2961 -1.4769 -1.2 0.0 -0.1 0.127
H -0.3742 0.3802 1.4166 0.0 -0.9 1.5 0.071
H -0.3416 1.6796 0.2649 1.1 -2.3 0.3 0.134
H 1.2286 -1.8607 0.4718 -1.3 0.1 -0.3 0.101
H 3.3103 -2.5799 0.3145 0.5 3.2 -0.8 0.163
H 5.1709 -0.6166 -0.0510 -0.5 -0.2 -0.1 0.101
H 4.5198 1.7670 -0.4523 -0.7 -1.4 0.3 0.121
H 1.9723 2.3643 -0.1443 0.6 1.2 -0.3 0.098
```
Forces are in eV/Å.

Properties
HOMO energy in eV: -9.173
Structure (SMILES): NS(=O)(=O)NCc1ccccc1

---

[2]
Molecular formula: CH5N4P
Method: DFT, ωB97M-V/def2-TZVPD

Structure (XYZ):
```
11
Properties=species:S:1:pos:R:3:forces:R:3:lowdin_charge:R:1
C -0.2302 -0.2370 -0.2561 2.2 -2.1 -0.6 -0.777
N -0.4851 0.9736 -0.8880 -1.2 -0.2 0.0 -0.031
N 0.3575 1.8180 -0.5273 0.2 0.4 -0.3 -0.019
N 0.8045 -0.0246 0.6695 -1.8 0.3 -0.4 -0.025
N 1.1329 1.3074 0.4076 4.9 0.5 1.3 -0.066
P -1.4930 -1.5524 -0.0383 -1.8 0.7 0.1 0.744
H 0.7149 -1.0748 -1.7852 -1.0 0.6 1.3 0.032
H 1.4903 -0.7171 0.9767 -0.3 0.7 -0.5 0.149
H 2.2029 1.5342 0.3478 -2.8 -0.3 0.0 0.189
H -2.5435 -0.5448 -0.2700 0.6 -1.0 -0.3 -0.084
H -1.9512 -1.4825 1.3632 1.0 0.3 -0.6 -0.111
```
Forces are in eV/Å.

Properties
HOMO energy (alpha / beta) in eV: -7.873 / -7.254

---

Table of E_tot (Eh), in record order: -930.809398; -601.235955
Table of molar mass (g/mol), in record order: 186.24; 104.05